A single C9H12N4O2S2 molecule in a non-equilibrium geometry. Source: the OMol25 dataset; level of theory: the ωB97M-V functional and the def2-TZVPD basis.

Structure (XYZ):
```
29
Properties=species:S:1:pos:R:3:forces:R:3:mulliken_charge:R:1
C 2.389576 -4.016047 1.414763 0.1620 -0.1751 0.0128 -1.2976
C 3.355157 -2.887068 1.620012 -0.1758 0.0727 -0.0169 0.8569
O 4.545316 -3.025719 1.752712 0.1858 -0.1654 0.0095 -0.5927
N 2.834599 -1.604721 1.657586 0.7589 0.2694 0.1121 -0.1120
C 1.576467 -1.100524 1.553561 -1.2319 -0.3493 -0.1938 0.4316
N 1.359634 0.168463 1.657446 1.9454 -0.3183 0.2191 -0.8688
N 0.093801 0.522477 1.533364 -1.6003 0.4374 -0.1454 0.1059
C -0.705840 -0.462388 1.330944 0.3645 -0.5159 0.0132 0.4728
S -2.418564 -0.330086 1.129904 -0.6317 -0.0120 0.0245 -0.2036
C -2.598369 1.466858 1.302624 0.2052 -0.1563 0.0819 -0.6798
C -1.963722 2.316344 0.199441 -0.1771 -0.3717 0.1944 0.5949
O -1.721172 3.483138 0.404051 0.0604 0.3842 0.1004 -0.6489
N -1.765512 1.687351 -0.970945 -0.0378 -0.3394 -0.4470 -0.1668
C -1.155107 2.318734 -2.094819 0.0688 0.1575 -0.0551 -0.1831
C -1.572595 1.917808 -3.475469 -0.1089 0.1352 -0.0607 -0.5821
C -0.216997 1.529937 -2.955821 0.1645 0.0461 0.0584 -0.5783
S 0.098772 -2.032344 1.266777 0.1967 0.9699 0.1282 -0.2733
H 1.871981 -3.908246 0.463600 -0.0401 -0.0292 -0.0742 0.3612
H 2.946046 -4.949259 1.416733 0.0110 0.0460 0.0015 0.2946
H 1.649830 -4.036897 2.212605 -0.0554 -0.0376 0.0540 0.3784
H 3.534596 -0.882952 1.809263 -0.0764 -0.1544 -0.0255 0.2560
H -3.674522 1.648749 1.317826 0.0410 -0.0271 0.0091 0.4375
H -2.171502 1.768140 2.258678 -0.0363 0.0823 -0.1289 0.3449
H -2.003183 0.709576 -1.061131 0.0133 0.1257 0.1966 0.2411
H -0.938319 3.355603 -1.876861 0.0266 -0.0545 -0.1297 0.4617
H -1.637779 2.682005 -4.233321 0.0185 0.0916 -0.0540 0.2405
H -2.316905 1.142004 -3.574978 -0.0601 -0.0966 0.0710 0.2417
H 0.653693 2.025977 -3.353566 0.0631 0.0853 -0.0370 0.2409
H -0.049381 0.493087 -2.704980 -0.0536 -0.1006 0.0815 0.2263
```
Positions in Å, forces in eV/Å.

LUMO energy = 0.220 eV
Multiplicity = 1
Calculated total energy = -41252.88546 eV

***

A molecular structure, C9H12N4PtS in a non-equilibrium geometry. Source: the OMol25 dataset; level of theory: the ωB97M-V functional and the def2-TZVPD basis.

Structure (XYZ):
```
27
Properties=species:S:1:pos:R:3:forces:R:3:mulliken_charge:R:1
Pt 0.040698 -0.008740 0.458833 0.4191 -0.2946 -0.6165 0.9117
C 3.652138 1.312468 -1.894501 0.0951 -0.0211 -0.0584 -1.2775
C 2.365081 1.178984 -1.181615 0.3754 -0.1247 -0.2763 0.5943
N 1.828959 -0.004667 -0.887262 -1.2050 -0.1085 1.0697 0.3004
N 2.292731 -1.108848 -1.334228 1.5863 0.3768 -0.8364 -0.7808
C 1.538330 -2.215956 -1.129247 -1.4280 -0.5457 0.5636 0.5914
N 2.094318 -3.368853 -1.399979 0.2203 0.1829 -0.0442 -0.2416
S -0.128712 -2.144237 -0.636686 0.2565 0.5450 -0.0017 -0.2393
C 1.565422 2.298775 -0.746534 -0.1045 0.4831 0.1397 0.5773
C 1.995542 3.622765 -0.851813 0.1501 -0.4572 -0.1191 -0.4159
C 1.174768 4.644513 -0.404414 -0.2945 0.1639 0.1478 -0.4862
C -0.069736 4.332819 0.122139 0.2388 0.0235 -0.1395 -0.5490
C -0.453067 2.995614 0.190861 -0.0883 0.0831 -0.1345 -0.0474
N 0.339993 2.016628 -0.226103 -0.2000 -0.2139 0.0410 -0.3533
H 4.045386 0.337918 -2.165782 0.0108 0.0282 -0.0126 0.3388
H 4.379068 1.815624 -1.248900 -0.0259 -0.0066 0.0316 0.4000
H 3.551733 1.925149 -2.793143 -0.0850 0.0026 0.0141 0.4071
H 3.053732 -3.417210 -1.725814 -0.0170 0.0333 -0.0147 0.2844
H 1.579305 -4.233080 -1.292069 0.0021 -0.0242 0.0032 0.2490
H 2.967825 3.836766 -1.274447 -0.0104 0.0296 0.0269 0.3971
H 1.498822 5.674625 -0.466910 0.0158 -0.0076 -0.0210 0.4669
H -0.746251 5.102426 0.466552 -0.0064 -0.0084 0.0052 0.4276
H -1.428880 2.713641 0.565686 0.0266 -0.0233 0.0455 0.4746
C 0.017707 -0.150168 2.535728 0.0550 -0.1690 0.4383 -1.0403
H 0.903305 -0.641511 2.927841 0.0190 -0.0074 -0.0658 0.3456
H -0.888057 -0.724952 2.751022 -0.0184 0.0235 -0.0797 0.3407
H -0.061162 0.873506 2.909184 0.0122 0.0367 -0.1061 0.3244
```
Positions in Å, forces in eV/Å.

LUMO energy (alpha / beta) = -8.352 / -10.545 eV
Charge = +2
Multiplicity = 5
Expectation value of S² = 6.03
Calculated total energy = -29549.88651 eV

***

A gas-phase ion, C9H12N5 (charge +1) in a non-equilibrium geometry. Source: the OMol25 dataset; level of theory: the ωB97M-V functional and the def2-TZVPD basis.

Structure (XYZ):
```
26
Properties=species:S:1:pos:R:3:forces:R:3:mulliken_charge:R:1
C -1.657390 -1.127838 -1.633653 -2.8399 0.5922 -1.4802 -1.5105
C -1.065089 -0.711985 -0.342780 3.1206 3.4800 -2.7692 0.6218
C -1.709454 0.403608 0.424835 -0.8224 -1.0995 0.4497 0.4737
N -3.059875 0.423249 0.722159 0.3879 -1.5504 -1.7120 -0.6423
C -3.159318 1.207934 1.711726 0.3566 1.2844 1.0664 -0.3311
N -2.003430 1.747858 2.112203 1.7812 -0.6271 -1.1790 -0.0826
C -1.026745 1.223184 1.278772 0.4184 -0.0676 -0.0061 -0.0704
C 0.432513 1.208593 1.434800 -2.6659 -0.9339 -2.3644 -0.8876
C 1.071830 0.559608 0.468685 -1.1600 0.1472 1.2542 0.1597
N 2.392052 0.144309 0.446501 1.2707 -0.7003 -0.1457 -0.1304
C 2.550918 -0.619652 -0.608614 0.9120 -1.2872 -1.3782 0.1935
N 3.725105 -1.253908 -0.862880 -0.1333 0.7333 0.1599 -0.4348
N 1.430221 -0.792760 -1.336710 1.1499 0.8116 1.5280 -0.0383
C 0.370357 0.010810 -0.768074 -2.1785 1.8775 1.6141 -0.3556
H -1.035669 -1.693353 -2.276557 1.1061 -1.2471 -0.0504 0.4948
H -1.906329 -0.307575 -2.392688 -0.2467 -0.5706 1.6241 0.3058
H -2.553664 -1.759003 -1.392445 0.5273 0.7443 -0.6845 0.3514
H -0.836924 -1.585217 0.173260 0.2734 -1.4118 1.6789 0.2887
H -3.961699 1.531605 2.270314 -2.2931 0.1657 0.5920 0.4858
H -1.886840 2.321753 2.899356 0.2161 0.8437 0.8695 0.1214
H 0.737397 1.568195 2.325582 1.8865 1.0357 2.5848 0.5751
H 3.051165 -0.073551 1.186855 -0.5244 0.7911 0.4714 0.3179
H 4.590425 -0.865955 -0.501496 -0.3979 0.1129 0.4140 0.2622
H 3.901664 -1.524646 -1.802613 -0.2583 -0.6169 -0.7711 0.2711
H 1.563925 -1.054743 -2.269814 -0.4612 -0.4522 -1.5276 0.2714
H 0.044856 1.019482 -1.266724 0.5749 -2.0548 -0.2388 0.2892
```
Positions in Å, forces in eV/Å.

LUMO energy = -3.017 eV
Charge = +1
Multiplicity = 1
Calculated total energy = -16971.36917 eV

***

A molecular structure, C9H12OS in a non-equilibrium geometry. Source: the OMol25 dataset; level of theory: the ωB97M-V functional and the def2-TZVPD basis.

Structure (XYZ):
```
23
Properties=species:S:1:pos:R:3:forces:R:3:mulliken_charge:R:1
C 1.186723 -1.502027 -0.332638 -0.3447 -2.5345 0.9092 -0.5329
C 0.199890 -2.155058 0.295196 0.1551 2.3920 -1.1811 -0.7685
C 1.389017 -0.120726 -0.394502 1.1610 1.8790 -0.4757 1.1161
C 0.382644 0.739011 -0.339586 -4.9960 -2.7385 1.2309 0.0545
C 0.517871 2.110027 -0.632912 0.4993 2.3067 -0.8366 -0.1406
C -0.933392 -1.386005 0.847320 -3.4152 0.2708 -1.2993 -0.4871
C -1.303521 -0.032866 0.084318 4.0280 -0.5286 0.8871 0.6484
C 2.807280 0.383779 -0.597636 -3.2982 0.7136 0.4207 -1.9143
C -1.971469 0.946739 1.011968 -1.8883 -0.1176 -2.6889 -1.4065
O -0.114209 3.109766 -0.331076 -0.0096 -0.9818 0.0961 -0.5353
S -2.299536 -0.387964 -1.360291 0.1927 0.1890 -0.6849 -0.1641
H 1.928239 -2.119574 -0.783340 0.6420 -0.3152 -0.4196 0.3763
H 0.127452 -3.165932 0.063813 -0.1690 -1.8286 0.3706 0.3848
H 1.378972 2.230255 -1.324580 -0.0906 0.4383 0.0137 0.1936
H -1.942259 -1.974225 0.655876 2.0543 0.6605 0.8977 0.2403
H -0.890564 -1.118226 1.892819 0.3288 -0.3014 0.4432 0.3312
H 2.790383 1.203456 -1.261889 0.6469 0.3289 -1.4034 0.3952
H 3.441960 -0.389756 -0.702711 2.2803 -2.4416 -1.3178 0.4872
H 3.107931 0.829250 0.278811 0.6549 1.0971 2.3891 0.4670
H -1.807099 0.833012 2.012009 0.9242 -0.5949 2.6987 0.3892
H -3.084451 0.910668 0.879405 0.9309 0.3105 -0.0202 0.3477
H -1.544558 1.849474 0.676976 -0.4825 1.6909 0.1081 0.3722
H -3.367307 -0.793067 -0.637360 0.1957 0.1053 -0.1378 0.1454
```
Positions in Å, forces in eV/Å.

LUMO energy = -0.324 eV
Multiplicity = 1
Calculated total energy = -22406.66945 eV

***

A molecular structure, C9H13AgO9P2S2. Source: the OMol25 dataset; level of theory: the ωB97M-V functional and the def2-TZVPD basis.

Structure (XYZ):
```
36
Properties=species:S:1:pos:R:3:forces:R:3:mulliken_charge:R:1
Ag -2.178029 -0.644341 0.279798 0.1132 0.1399 0.0705 0.3709
O -0.492932 2.501950 2.579295 0.0676 0.0267 -0.0886 -0.5480
P -1.593584 2.612372 1.403289 0.0376 -0.0401 -0.0424 0.5534
O -1.766648 4.016972 0.986285 -0.0061 0.1072 0.0272 -0.8331
O -1.344722 1.560179 0.353132 0.1012 -0.1238 0.0647 -0.3685
O -2.941079 2.128215 2.223959 -0.2017 -0.0207 0.1102 -0.2181
P -3.075498 0.788588 3.103177 0.0347 0.0889 -0.1339 0.9056
O -4.465375 1.069425 3.893084 -0.0266 -0.0028 0.0271 -0.5914
O -1.962100 0.740128 4.092539 0.0357 -0.0362 -0.0044 -0.8382
O -3.340054 -0.384633 2.194365 -0.0820 -0.0069 0.0104 -0.7351
H -0.787728 1.852997 3.255993 -0.0256 -0.0101 0.0120 0.4430
H -5.175913 0.719897 3.345608 0.0038 0.0013 -0.0041 0.2881
C 1.648356 -0.472669 1.494012 0.1118 0.1323 0.0217 -0.3316
S 1.615086 -1.761283 2.753023 -0.0679 -0.0460 0.0674 -0.1855
C -0.179985 -1.937415 2.890097 0.0486 0.0767 -0.1749 -0.2468
H 1.186523 0.453538 1.837754 -0.0237 -0.0454 0.0495 0.1945
H 1.137858 -0.807049 0.595694 -0.0828 -0.0831 -0.1110 -0.0698
H 2.695739 -0.288006 1.253336 -0.0084 0.0313 -0.0088 0.3287
H -0.588328 -2.075189 1.883882 -0.0063 -0.0710 0.1531 -0.0269
H -0.629805 -1.058862 3.351038 -0.0176 -0.0173 0.0055 0.0959
H -0.399831 -2.819965 3.489415 0.0351 -0.0043 0.0115 0.3328
O 3.629912 1.643935 -4.006784 0.0090 -0.0012 -0.0163 -0.5054
C 3.224403 0.392742 -4.363955 -0.0465 0.0198 0.0123 0.5795
O 3.818362 -0.164399 -5.255700 0.0060 -0.0101 0.0012 -0.6242
C 2.086943 -0.175257 -3.613234 0.0058 -0.0115 -0.0242 0.9770
C 1.289625 0.554292 -2.723559 0.0849 0.0828 -0.0390 -0.8794
C 0.251977 -0.029987 -2.033102 -0.1541 -0.1993 0.1184 -0.8481
C -0.038488 -1.403085 -2.183943 0.0643 0.2397 -0.0505 0.1788
S -1.303267 -2.210671 -1.304350 0.0150 -0.1538 -0.1504 -0.4506
C 0.754615 -2.123011 -3.100118 -0.0845 -0.0635 0.0846 -0.5656
C 1.782984 -1.525848 -3.794912 0.0342 -0.0453 -0.0239 -0.4997
H 3.108948 1.936849 -3.249926 -0.0070 0.0038 0.0190 0.2945
H 1.444085 1.617642 -2.556228 -0.0163 -0.0036 0.0029 0.2318
H -0.342144 0.566659 -1.349058 0.0291 0.0456 0.0233 0.8444
H 0.542154 -3.176895 -3.236373 0.0291 0.0064 -0.0236 0.3635
H 2.387941 -2.097816 -4.487533 -0.0095 -0.0061 0.0034 0.3838
```
Positions in Å, forces in eV/Å.

LUMO energy = 4.656 eV
Charge = -2
Multiplicity = 1
Calculated total energy = -72230.65565 eV

***

A gas-phase ion, C9H13BNO (charge +1) in a non-equilibrium geometry. Source: the OMol25 dataset; level of theory: the ωB97M-V functional and the def2-TZVPD basis.

Structure (XYZ):
```
25
Properties=species:S:1:pos:R:3:forces:R:3:mulliken_charge:R:1
C 4.468134 -0.538084 -0.682539 -0.3217 0.0315 1.1677 -0.7694
C 3.752316 0.336585 0.194155 -1.3111 0.2601 -0.4909 -0.4330
C 2.247444 0.479160 0.072431 -0.4257 1.0474 -1.5101 0.6617
C 1.515240 -0.623107 -0.631688 -1.5228 2.4738 1.1815 -0.3532
C 0.060330 -0.498511 -0.718617 2.3490 1.5612 1.0320 -0.3846
C -0.587749 0.678066 -0.122540 -0.4371 -1.2768 -1.5062 0.1077
B -2.220528 0.719280 -0.215547 -0.9841 0.1168 0.3777 0.2441
O -2.895970 1.555147 -1.106240 0.8203 -0.5783 1.9530 -0.5144
C -2.985613 -0.265491 0.821800 1.3839 0.4203 -0.3240 -0.2657
C -2.966790 -1.738211 0.190469 0.0317 0.2663 0.5118 -1.0641
N 0.102644 1.694753 0.494654 2.1959 -2.1598 -0.7773 0.0479
C 1.486638 1.621071 0.595720 0.2552 -1.2004 -0.4495 -0.3841
H 4.801904 -0.257104 -1.709851 -1.8575 -0.9329 0.2157 0.3168
H 4.699479 -1.556384 -0.256847 1.7898 1.6627 -0.1186 0.3238
H 4.258211 0.915498 1.016929 -0.7163 -1.9118 0.1906 0.3238
H 2.102907 -1.472927 -1.048446 -0.7021 0.7545 0.4771 0.4022
H -0.517313 -1.301678 -1.235025 0.3664 1.0554 0.6352 0.2137
H -3.767097 1.711300 -0.685284 0.2461 -0.2101 -0.8620 0.3491
H -4.004073 0.105548 1.095528 0.7861 -0.5044 -0.1984 0.4546
H -2.312621 -0.301640 1.729909 -1.1220 0.0653 -0.5905 0.1788
H -2.713907 -1.745674 -0.907481 -0.6161 -0.0574 1.0171 0.2714
H -3.978871 -2.183641 0.388217 1.1858 0.1241 -0.4680 0.2794
H -2.163739 -2.324481 0.719596 -1.0023 0.3858 -0.5937 0.3226
H -0.367314 2.509540 0.902221 0.0707 -0.5046 -0.3699 0.2988
H 1.986337 2.480984 1.098478 -0.4623 -0.8888 -0.5004 0.3723
```
Positions in Å, forces in eV/Å.

LUMO energy = -4.998 eV
Charge = +1
Multiplicity = 1
Calculated total energy = -13747.92902 eV